# 1
CH5PS | ωB97M-V with the def2-TZVPD basis set

The geometry in XYZ format:
```
8
Properties=species:S:1:pos:R:3:forces:R:3
P -2.3471 -0.2215 -0.0057 0.9 2.0 0.1
H -3.5277 0.4504 0.5243 0.6 0.1 -0.7
H 1.3914 1.4197 0.9707 -0.5 -0.7 0.3
S -0.5191 1.6897 -0.2871 -1.9 -2.4 -0.2
C 0.7531 0.6495 0.4828 0.6 -0.3 1.3
H 1.5171 -0.0324 0.0203 -1.3 0.7 -0.8
H -2.0260 -0.3411 1.3586 0.5 -0.2 0.1
H 0.1751 0.0139 1.2018 1.1 0.8 -0.1
```
Positions in Å, forces in eV/Å.

energy relative to the best compared isomer or geometry (same formula, charge and spin) = 41.0 kcal per mole
frontier orbital gap = 0.2885 Eh
total charge = 0
HOMO energy = -8.732 eV

=====

# 2
CH5PS | ωB97M-V with the def2-TZVPD basis set

The geometry in XYZ format:
```
8
Properties=species:S:1:pos:R:3:forces:R:3
H -0.6231 1.0437 0.8752 -0.2 2.0 2.9
P 0.6988 -0.4862 -0.0820 -1.1 0.6 0.4
H 0.1321 -1.4617 -0.9055 0.7 -0.3 -0.8
S 2.4988 0.2262 -0.0246 -0.1 0.1 -0.7
C -0.8157 0.6201 -0.0191 0.8 -2.3 -3.8
H -0.7196 1.3276 -0.8953 -0.6 -0.7 1.1
H 0.5148 -1.1689 1.0817 -0.4 -0.6 0.9
H -1.6861 -0.1007 -0.0304 0.8 1.2 -0.1
```
Positions in Å, forces in eV/Å.

energy relative to the best compared isomer or geometry (same formula, charge and spin) = 6.1 kcal per mole
SMILES = C[PH2]=S
frontier orbital gap = 0.3588 Eh
total charge = 0
HOMO energy = -8.897 eV

=====

# 3
CH5PS2 | ωB97M-V with the def2-TZVPD basis set

The geometry in XYZ format:
```
9
Properties=species:S:1:pos:R:3:forces:R:3
H -2.7845 -0.5470 1.4690 -0.1 -0.1 0.0
H -1.7929 1.2244 -0.9878 0.0 0.0 -0.2
H -1.8580 -1.4912 0.2773 -0.1 -0.1 0.0
H -3.2576 -0.5160 -0.2437 -0.1 -0.1 0.0
S 4.1027 -1.0073 -0.0233 0.2 0.5 0.0
H 4.4296 1.3102 -1.1801 0.0 0.1 -0.1
C -2.4241 -0.5798 0.4445 0.4 0.2 0.0
P 4.9076 0.7498 0.0423 -0.2 -0.6 0.0
S -1.3228 0.8569 0.2018 0.0 0.0 0.2
```
Positions in Å, forces in eV/Å.

energy relative to the best compared isomer or geometry (same formula, charge and spin) = 42.3 kcal per mole
SMILES = P=S.CS
frontier orbital gap = 0.2729 Eh
total charge = 0
HOMO energy = -8.900 eV

=====

# 4
CH5PS3 | ωB97M-V with the def2-TZVPD basis set

The geometry in XYZ format:
```
10
Properties=species:S:1:pos:R:3:forces:R:3
H -1.3872 1.3256 -0.6712 -0.9 -0.8 1.0
H 1.6978 -1.1747 1.0533 0.5 1.0 -0.1
C -2.1411 0.7486 -0.0435 -0.7 1.4 -1.7
H 2.8890 -1.2063 -0.5783 1.0 -2.6 -2.2
H -2.4930 1.3628 0.7822 0.3 -0.1 0.3
S 3.9611 0.6465 0.6281 -0.3 0.4 0.5
S -1.4644 -0.8039 0.4900 0.6 -0.3 -0.5
S -0.2839 -1.2282 -1.0464 -0.2 0.0 0.4
H -3.0538 0.6008 -0.6791 0.9 -0.1 0.4
P 2.2755 -0.2713 0.0649 -1.1 1.0 1.9
```
Positions in Å, forces in eV/Å.

energy relative to the best compared isomer or geometry (same formula, charge and spin) = 66.5 kcal per mole
frontier orbital gap (spin up / spin down) = 0.2454 / 0.2473 Eh
total charge = 0
HOMO energy (spin up / spin down) = -8.658 / -8.807 eV

=====

# 5
CH5S | ωB97M-V with the def2-TZVPD basis set

The geometry in XYZ format:
```
7
Properties=species:S:1:pos:R:3:forces:R:3
H 1.0808 0.2066 -0.3784 -0.6 0.3 -0.4
H -0.4569 -1.8378 2.5232 -0.2 -0.6 1.0
H -0.3823 1.1314 -0.0019 0.3 -0.1 -0.5
C 0.1464 0.6086 -0.8194 0.3 0.3 0.2
H -0.4834 -0.2497 -1.0933 0.3 0.4 -0.2
H 0.3716 1.2945 -1.6568 -0.2 -0.3 0.2
S -0.2763 -1.1536 1.4267 0.0 0.1 -0.3
```
Positions in Å, forces in eV/Å.

energy relative to the best compared isomer or geometry (same formula, charge and spin) = 1.0 kcal per mole
frontier orbital gap = 0.2559 Eh
total charge = -1
HOMO energy = -2.337 eV

=====

# 6
CH5S2 | ωB97M-V with the def2-TZVPD basis set

The geometry in XYZ format:
```
8
Properties=species:S:1:pos:R:3:forces:R:3
S 2.3717 -0.3333 0.5875 0.0 -0.1 0.4
S -0.4256 -0.9241 -1.1530 -0.2 0.4 0.3
H 2.1212 -1.3308 1.4688 0.0 0.3 -0.3
H 1.0665 -0.5352 -0.1389 0.2 -0.4 -0.2
H -1.7414 1.1367 -1.0627 -0.3 0.0 0.1
H -1.7850 0.2802 0.5404 -0.4 -0.2 -0.4
H -0.4163 1.1728 0.1026 0.1 0.0 -0.4
C -1.1911 0.5338 -0.3447 0.6 0.0 0.5
```
Positions in Å, forces in eV/Å.

energy relative to the best compared isomer or geometry (same formula, charge and spin) = 5.2 kcal per mole
frontier orbital gap = 0.2489 Eh
total charge = -1
HOMO energy = -2.911 eV

=====

# 7
CH5S2 | ωB97M-V with the def2-TZVPD basis set

The geometry in XYZ format:
```
8
Properties=species:S:1:pos:R:3:forces:R:3
C -0.3273 -1.1713 -0.6341 0.1 1.0 -1.1
H -0.4113 -1.7472 -1.5542 0.0 -0.7 0.4
H -1.3173 -1.0395 -0.2208 -0.1 0.0 0.2
H 1.2473 1.7984 2.5302 0.6 -0.3 0.6
H -0.1538 1.2318 -0.4016 0.3 0.1 0.4
S 0.3720 2.0722 1.5937 -0.7 0.5 -0.2
H 0.3754 -1.5704 0.0905 0.0 0.1 -0.1
S 0.2149 0.4260 -1.4036 -0.2 -0.7 -0.3
```
Positions in Å, forces in eV/Å.

energy relative to the best compared isomer or geometry (same formula, charge and spin) = 8.8 kcal per mole
frontier orbital gap = 0.2325 Eh
total charge = -1
HOMO energy = -2.641 eV

=====

# 8
CH5S3 | ωB97M-V with the def2-TZVPD basis set

The geometry in XYZ format:
```
9
Properties=species:S:1:pos:R:3:forces:R:3
S -0.5263 -0.4133 -1.8863 -1.1 1.2 -0.3
C 0.2607 -1.6458 -0.9317 -0.2 -2.3 1.4
H 1.2928 -1.3361 -0.9573 0.7 -0.6 0.3
H 0.2190 0.3406 1.2281 0.2 -0.1 0.1
H -0.1159 1.1815 2.9017 -0.5 0.7 0.4
S 0.6250 0.1532 2.5858 0.5 -0.7 -0.1
H 0.0896 -2.7517 -1.3054 0.4 2.2 0.5
H -0.0787 -1.5653 0.1509 0.3 -0.4 -1.4
S -0.2843 1.1355 -0.4763 -0.2 0.0 -0.9
```
Positions in Å, forces in eV/Å.

energy relative to the best compared isomer or geometry (same formula, charge and spin) = 10.7 kcal per mole
frontier orbital gap = 0.2304 Eh
total charge = -1
HOMO energy = -2.765 eV

=====

# 9
CH6BNOS | ωB97M-V with the def2-TZVPD basis set

The geometry in XYZ format:
```
11
Properties=species:S:1:pos:R:3:forces:R:3
H 0.1839 -1.3196 -0.8274 -2.4 -0.1 -4.1
N -1.3416 1.2723 -0.0200 3.3 -1.4 -0.6
H 2.3631 1.6809 0.3114 0.5 2.1 0.2
B 0.9209 0.3673 0.2556 -0.5 -1.5 -1.3
H 1.4065 -1.8396 -0.0531 1.4 -0.6 0.9
H -0.1785 -1.4946 0.7696 0.0 -0.4 0.3
H -1.4073 2.0225 0.6300 -0.6 0.2 0.9
S -2.3947 -0.0384 0.0850 0.3 0.7 -1.6
O 2.2254 0.7860 0.1055 -2.5 -1.5 0.3
H -2.3625 -0.2490 -1.3266 -0.3 0.0 1.8
C 0.5847 -1.1878 0.0699 1.0 2.5 3.2
```
Positions in Å, forces in eV/Å.

energy relative to the best compared isomer or geometry (same formula, charge and spin) = 103.8 kcal per mole
frontier orbital gap (spin up / spin down) = 0.2682 / 0.2683 Eh
total charge = 0
HOMO energy (spin up / spin down) = -7.512 / -7.515 eV

=====

# 10
CH6Br3GaPS | ωB97M-V with the def2-TZVPD basis set

The geometry in XYZ format:
```
13
Properties=species:S:1:pos:R:3:forces:R:3
H -2.3945 0.8002 2.6892 0.3 0.1 0.0
H -2.2219 -0.2331 0.3003 0.1 0.2 0.0
Ga -1.8639 1.0358 1.2015 -0.9 0.1 0.0
S 1.1090 -0.5529 2.0752 0.8 0.6 3.2
H 1.0139 1.1918 -0.1150 0.5 1.7 1.1
H 0.5226 -0.8120 -2.7378 0.2 -0.4 -0.2
C 0.9871 -1.5367 -2.0667 -0.8 0.6 -1.3
H 1.0117 2.2842 1.9326 0.0 -0.3 -0.3
Br 2.8597 -1.6478 -2.5708 -0.2 0.0 0.1
Br 0.7655 -0.8691 -0.2228 0.7 -5.9 -3.8
Br 0.0674 -3.2259 -2.3438 0.1 0.1 0.0
P 0.5255 1.1280 1.2283 -1.1 3.2 1.3
H -2.3821 2.4375 0.6298 0.1 0.0 -0.1
```
Positions in Å, forces in eV/Å.

frontier orbital gap = 0.2639 Eh
total charge = -1
HOMO energy = -4.425 eV

=====

# 11
CH6BrN2 | ωB97M-V with the def2-TZVPD basis set

The geometry in XYZ format:
```
10
Properties=species:S:1:pos:R:3:forces:R:3
H -1.3054 0.1376 -1.5473 1.5 0.7 2.1
H -0.3651 -1.4688 0.8375 -0.2 0.5 -1.9
C -0.6869 0.0653 -0.5450 -3.0 -2.4 -3.9
H -1.2431 -1.8334 -0.6859 1.4 0.7 1.1
N -0.5918 -1.1890 -0.1616 -1.3 -2.1 0.7
H 0.3961 0.6810 0.8564 0.8 0.3 1.2
H 3.7307 0.3653 0.7871 0.9 0.5 0.5
Br 2.6434 -0.2605 0.2120 -0.5 -0.8 -0.5
H -0.1933 1.9900 -0.0827 -0.1 -0.2 -0.3
N -0.1676 0.9964 0.1085 0.5 2.7 0.9
```
Positions in Å, forces in eV/Å.

energy relative to the best compared isomer or geometry (same formula, charge and spin) = 6.1 kcal per mole
frontier orbital gap = 0.4130 Eh
total charge = +1
HOMO energy = -14.945 eV

=====

# 12
CH6ClIN2OP | ωB97M-V with the def2-TZVPD basis set

The geometry in XYZ format:
```
13
Properties=species:S:1:pos:R:3:forces:R:3
H 0.7021 -1.5878 0.2412 0.2 -1.2 0.3
H 1.9439 -0.5540 0.2731 -0.3 0.3 -0.4
H -0.5817 2.2409 1.4006 -0.4 -2.1 -0.6
P -0.1563 0.2754 -0.3840 3.5 4.0 0.8
Cl -1.5824 0.1311 2.2428 0.2 0.3 -0.3
I 1.7536 -3.8237 2.1249 0.0 0.0 0.0
H -1.8001 -0.9651 -0.2517 -0.6 0.0 -0.4
N 0.2493 1.4468 -1.5255 -3.6 -2.6 3.6
H 1.0584 1.7702 -1.9252 2.4 0.4 -0.9
O -1.3789 -0.4382 -0.9569 -0.9 -1.3 -0.3
N 1.0956 -0.8035 -0.2470 -0.8 0.6 0.7
H -0.4953 1.1643 -2.1075 -0.7 0.9 -2.3
C -0.8082 1.1436 1.1152 1.1 0.7 -0.4
```
Positions in Å, forces in eV/Å.

energy relative to the best compared isomer or geometry (same formula, charge and spin) = 59.2 kcal per mole
frontier orbital gap (spin up / spin down) = 0.2889 / 0.2468 Eh
total charge = +1
HOMO energy (spin up / spin down) = -13.470 / -13.116 eV

=====

no.,E (eV)
1,-21240.0447
2,-21241.5575
3,-32076.2216
4,-42910.5216
5,-11953.8787
6,-22789.3846
7,-22789.2285
8,-33624.8384
9,-16180.8845
10,-283759.6573
11,-74150.1995
12,-36065.9824